C35H47BrN4O4PPdSi | ωB97M-V/def2-TZVPD

Properties
Gap between HOMO and LUMO (hartree): 0.1964
Net charge: -1
Relative energy (zero: lowest compared OMol25 entry of this formula, charge and spin) (kJ/mol): 99.1
HOMO energy (Ha): -0.111

```
94
C35H47BrN4O4PPdSi | the OMol25 dataset | ωB97M-V/def2-TZVPD
Pd 0.154 -0.463 0.036
N 1.932 0.479 2.540
P 0.288 -0.066 2.496
C 0.559 -1.790 3.155
C 0.491 -2.850 2.253
C 0.772 -4.148 2.657
C 1.127 -4.404 3.973
C 1.202 -3.357 4.880
C 0.920 -2.061 4.475
C -0.248 0.720 4.067
C 0.253 1.926 4.557
C -0.322 2.541 5.661
C -1.422 1.976 6.286
C -1.956 0.793 5.787
C -1.380 0.181 4.689
C 2.765 0.496 1.458
C 4.010 1.141 1.519
C 4.813 1.161 0.400
C 4.369 0.536 -0.763
C 3.149 -0.107 -0.727
N 2.361 -0.147 0.353
H 2.276 0.911 3.382
H 0.234 -2.616 1.222
H 0.714 -4.965 1.947
H 1.350 -5.416 4.291
H 1.481 -3.555 5.909
H 0.982 -1.254 5.195
H 1.089 2.412 4.064
H 0.086 3.474 6.031
H -1.874 2.461 7.142
H -2.829 0.353 6.253
H -1.808 -0.733 4.291
H 4.325 1.617 2.440
H 5.780 1.647 0.433
H 4.962 0.539 -1.667
H 2.778 -0.638 -1.595
C -1.412 -4.041 -0.611
C -2.278 -2.849 -0.391
N -1.855 -1.613 -0.313
C -2.974 -0.820 -0.164
C -4.095 -1.613 -0.158
N -3.632 -2.887 -0.303
C -5.586 -1.377 -0.046
O -5.943 -0.167 0.025
O -6.283 -2.398 -0.034
C -2.873 0.659 -0.082
O -4.015 1.303 -0.023
O -1.797 1.228 -0.078
H -0.402 -3.690 -0.814
H -1.765 -4.623 -1.464
H -1.394 -4.687 0.269
H -4.257 -3.678 -0.309
H -4.842 0.656 0.001
C 1.787 1.053 -6.956
C 1.475 1.225 -5.462
C 1.124 2.698 -5.205
C 2.749 0.933 -4.654
Si 0.000 0.087 -4.906
Br 0.097 0.052 -2.636
C 0.228 -1.762 -5.447
C 1.685 -2.206 -5.246
C -0.636 -2.693 -4.580
C -0.139 -1.968 -6.923
C -1.736 0.797 -5.371
C -2.830 -0.251 -5.120
C -2.080 2.008 -4.487
C -1.797 1.220 -6.847
H 2.564 1.765 -7.254
H 0.907 1.239 -7.577
H 2.155 0.050 -7.178
H 2.000 3.321 -5.416
H 0.844 2.857 -4.161
H 0.312 3.043 -5.845
H 3.557 1.581 -5.013
H 3.083 -0.099 -4.749
H 2.596 1.145 -3.596
H 2.004 -2.049 -4.213
H 2.369 -1.679 -5.914
H 1.769 -3.276 -5.464
H -0.370 -2.604 -3.526
H -0.466 -3.731 -4.888
H -1.700 -2.488 -4.676
H 0.442 -1.315 -7.580
H -1.199 -1.779 -7.107
H 0.067 -3.004 -7.213
H -2.805 -0.613 -4.090
H -2.749 -1.101 -5.799
H -3.810 0.209 -5.283
H -2.105 1.736 -3.431
H -3.074 2.377 -4.760
H -1.376 2.829 -4.608
H -1.549 0.394 -7.518
H -1.117 2.048 -7.060
H -2.811 1.554 -7.086
```

C35H47NO20 | ωB97M-V/def2-TZVPD

Properties
Structure (SMILES): N[C@@H]1OC(=O)[C@@H](CC(=O)c2ccccc2)[C@@H]1CCOC=O.C[C@@H]1COC(=O)O1.C[C@@H]1COC(=O)O1.C[C@@H]1COC(=O)O1.C[C@@H]1COC(=O)O1.C[C@@H]1COC(=O)O1
Gap between HOMO and LUMO (hartree): 0.3569
Relative energy (zero: lowest compared OMol25 entry of this formula, charge and spin) (kJ/mol): 0.0
HOMO energy (Ha): -0.346

```
103
C35H47NO20 | the OMol25 dataset | ωB97M-V/def2-TZVPD
N -2.304 4.595 2.524
C -0.961 4.513 3.031
O -0.118 5.562 2.591
C 1.158 5.117 2.706
O 2.050 5.840 2.992
C 1.217 3.643 2.341
C 2.177 2.816 3.179
C 3.598 2.835 2.653
O 3.898 3.503 1.702
C 4.579 1.928 3.316
C 4.531 1.732 4.698
C 5.428 0.866 5.323
C 6.367 0.191 4.543
C 6.429 0.407 3.170
C 5.541 1.275 2.545
C -0.260 3.189 2.685
C -0.833 2.307 1.567
C -1.148 0.891 2.053
O -2.569 0.805 2.277
C -2.987 -0.328 2.858
O -4.037 -0.809 2.580
H -2.776 3.741 2.798
H -2.811 5.357 2.957
H -0.968 4.582 4.127
H 1.406 3.612 1.276
H 1.853 1.778 3.141
H 2.132 3.152 4.210
H 3.803 2.260 5.292
H 5.383 0.711 6.387
H 7.051 -0.496 5.016
H 7.169 -0.133 2.605
H 5.581 1.451 1.483
H -0.172 2.674 3.635
H -0.113 2.197 0.767
H -1.745 2.715 1.149
H -0.825 0.146 1.329
H -0.627 0.667 2.983
H -2.325 -0.740 3.628
C -5.047 0.149 -0.344
C -4.586 1.320 -1.166
C -4.415 1.056 -2.642
O -3.405 2.013 -3.005
C -2.659 2.256 -1.900
O -1.632 2.854 -1.892
O -3.242 1.711 -0.806
H -4.947 0.360 0.717
H -6.088 -0.081 -0.561
H -4.443 -0.736 -0.551
H -5.236 2.183 -1.002
H -5.323 1.217 -3.218
H -4.027 0.055 -2.844
C -9.896 0.252 1.908
C -10.003 -0.076 0.441
C -9.927 -1.544 0.092
O -9.401 -1.506 -1.245
C -8.675 -0.371 -1.361
O -7.958 -0.121 -2.278
O -8.870 0.433 -0.295
H -9.755 1.322 2.050
H -10.801 -0.054 2.431
H -9.041 -0.253 2.359
H -10.901 0.379 0.014
H -10.891 -2.046 0.107
H -9.222 -2.088 0.723
C -9.160 -0.446 -5.071
C -9.508 -1.258 -6.291
C -8.359 -1.545 -7.230
O -9.031 -1.703 -8.487
C -10.174 -0.973 -8.436
O -10.872 -0.746 -9.367
O -10.400 -0.542 -7.170
H -10.066 -0.115 -4.564
H -8.568 -1.031 -4.375
H -8.596 0.448 -5.343
H -10.011 -2.184 -5.999
H -7.807 -2.448 -6.978
H -7.667 -0.704 -7.310
C 7.802 -0.546 -3.106
C 7.698 -1.407 -1.872
C 6.462 -1.188 -1.032
O 6.919 -1.578 0.276
C 8.257 -1.362 0.311
O 8.923 -1.409 1.298
O 8.728 -1.081 -0.918
H 8.803 -0.615 -3.531
H 7.081 -0.869 -3.855
H 7.619 0.504 -2.871
H 7.813 -2.455 -2.132
H 5.618 -1.802 -1.336
H 6.154 -0.140 -0.993
C 13.067 -5.588 0.662
C 11.817 -4.746 0.648
C 10.583 -5.400 1.225
O 9.533 -4.728 0.518
C 10.036 -4.322 -0.667
O 9.382 -3.875 -1.555
O 11.377 -4.483 -0.701
H 13.844 -5.126 0.053
H 13.440 -5.696 1.680
H 12.875 -6.579 0.250
H 12.002 -3.780 1.125
H 10.473 -5.256 2.297
H 10.529 -6.467 0.992
```

C35H48BBrF4N3O9PS2 | ωB97M-V/def2-TZVPD

Properties
Structure (SMILES): C#Cc1c(N=C(C)C)c(B(C)O)c(N)c2c1N(P(CC)CC)c1c(c([C@@H](F)CC)c(COO)c(CC(=O)Br)c1S(=O)(=O)C(F)(F)F)S2.COCCOCCOC
Gap between HOMO and LUMO (hartree): 0.2249
HOMO energy (Ha): -0.284

```
104
C35H48BBrF4N3O9PS2 | the OMol25 dataset | ωB97M-V/def2-TZVPD
C -1.733 -2.054 0.587
C -1.116 -0.898 0.031
C -0.392 0.225 -0.965
C -1.242 0.999 -2.177
N -2.700 0.704 -2.451
C -3.535 1.275 -1.523
C -3.755 2.916 -1.627
C -4.272 0.288 -0.439
C -0.443 2.104 -3.144
B -1.221 2.884 -4.397
C -0.865 4.401 -4.921
O -2.301 2.138 -5.135
C 1.161 2.431 -2.916
N 1.992 3.388 -3.747
C 1.927 1.621 -1.710
C 1.216 0.517 -0.705
N 1.912 -0.264 0.385
P 1.887 0.544 1.966
C 2.463 2.361 1.903
C 1.363 3.419 1.286
C 2.752 -0.456 3.343
C 3.647 0.487 4.396
C 3.279 -0.765 -0.019
C 4.370 0.140 -0.906
C 5.867 -0.453 -1.360
C 6.912 0.497 -2.241
F 8.248 0.656 -1.580
C 7.041 -0.087 -3.801
C 7.506 1.242 -4.702
C 6.296 -2.012 -0.933
C 7.740 -2.656 -1.391
O 7.569 -3.300 -2.736
O 8.757 -3.597 -3.215
C 5.216 -2.943 -0.060
C 5.710 -4.479 0.266
C 5.681 -5.369 -1.148
O 6.509 -6.409 -1.386
Br 4.413 -4.935 -2.685
C 3.729 -2.322 0.392
S 2.619 -3.509 1.339
O 1.198 -2.974 1.635
O 2.418 -4.835 0.511
C 3.337 -4.069 2.999
F 2.521 -3.620 4.161
F 3.470 -5.568 2.986
F 4.722 -3.527 3.139
S 3.795 1.891 -1.412
H -2.119 -2.851 1.382
H -4.347 3.104 -2.635
H -2.702 3.428 -1.739
H -4.401 3.326 -0.741
H -4.086 -0.830 -0.814
H -3.820 0.435 0.633
H -5.438 0.452 -0.497
H -0.400 5.063 -4.054
H -0.012 4.335 -5.751
H -1.764 4.969 -5.412
H -1.851 1.314 -5.539
H 1.864 3.213 -4.779
H 1.734 4.380 -3.530
H 2.630 2.698 3.036
H 3.544 2.465 1.406
H 0.682 3.778 2.199
H 1.858 4.407 0.866
H 0.628 2.962 0.499
H 3.496 -1.284 2.969
H 1.908 -0.948 4.013
H 4.457 1.015 3.695
H 2.989 1.304 4.917
H 4.229 -0.217 5.136
H 6.503 1.610 -2.377
H 5.949 -0.379 -4.187
H 7.810 -0.966 -3.898
H 8.169 1.892 -3.980
H 6.574 1.890 -5.010
H 8.089 0.889 -5.654
H 8.604 -1.879 -1.526
H 8.143 -3.504 -0.690
H 8.935 -2.945 -3.962
H 6.814 -4.551 0.686
H 5.032 -5.064 1.019
C -11.072 1.373 1.236
O -10.357 0.335 1.889
C -9.425 -0.315 1.024
C -8.243 -0.869 1.825
O -7.295 0.136 2.208
C -7.719 1.042 3.235
C -7.789 0.401 4.623
O -8.966 -0.398 4.749
C -8.801 -1.473 5.657
H -11.695 0.961 0.439
H -11.710 1.864 1.973
H -10.379 2.117 0.831
H -9.051 0.377 0.262
H -9.954 -1.138 0.533
H -7.690 -1.557 1.176
H -8.569 -1.452 2.688
H -8.655 1.536 2.964
H -6.952 1.824 3.266
H -7.840 1.181 5.391
H -6.888 -0.206 4.790
H -7.966 -2.109 5.348
H -9.712 -2.078 5.644
H -8.636 -1.094 6.669
```

C35H48BCl3GeMnN6OS4 | ωB97M-V/def2-TZVPD

Properties
Multiplicity: 6
Gap between HOMO and LUMO (alpha / beta) (hartree): 0.2652 / 0.2740
Net charge: +2
Relative energy (zero: lowest compared OMol25 entry of this formula, charge and spin) (kJ/mol): 0.0
HOMO energy (alpha / beta) (Ha): -0.477 / -0.486

```
100
C35H48BCl3GeMnN6OS4 | the OMol25 dataset | ωB97M-V/def2-TZVPD
Mn -1.000 0.121 -0.493
C -5.093 -3.159 2.399
C -4.339 -2.638 1.178
C -4.810 -3.417 -0.050
C -4.579 -1.137 1.051
N -2.865 -2.866 1.391
C -2.295 -3.287 2.577
C -0.963 -3.305 2.400
N -0.701 -2.890 1.111
B 0.750 -2.807 0.650
N 1.554 -1.558 1.141
C 2.923 -1.711 1.273
C 3.408 -0.622 1.887
N 2.343 0.229 2.132
C 1.214 -0.365 1.685
S -0.399 0.249 1.817
C 2.578 1.523 2.873
C 2.867 1.163 4.328
C 1.388 2.471 2.798
C 3.776 2.218 2.224
N 1.072 -3.036 -0.910
C 1.466 -4.302 -1.252
C 2.294 -4.222 -2.315
N 2.447 -2.897 -2.631
C 1.605 -2.205 -1.823
S 1.181 -0.504 -2.015
C 3.657 -2.505 -3.481
C 3.877 -1.006 -3.571
C 3.503 -3.096 -4.876
C 4.866 -3.112 -2.764
C -1.873 -2.617 0.512
S -2.035 -1.993 -1.093
H -6.159 -3.067 2.202
H -4.878 -2.576 3.295
H -4.883 -4.212 2.589
H -5.899 -3.435 -0.052
H -4.459 -4.448 -0.007
H -4.478 -2.972 -0.983
H -5.644 -0.948 0.923
H -4.061 -0.717 0.190
H -4.243 -0.622 1.951
H -2.875 -3.570 3.432
H -0.178 -3.601 3.071
H 1.309 -3.741 1.152
H 3.423 -2.607 0.954
H 4.410 -0.392 2.186
H 2.016 0.646 4.771
H 3.048 2.073 4.898
H 3.748 0.528 4.421
H 0.513 2.086 3.314
H 1.125 2.708 1.766
H 1.691 3.393 3.294
H 4.708 1.670 2.340
H 3.915 3.186 2.703
H 3.587 2.388 1.167
H 1.180 -5.153 -0.664
H 2.836 -4.998 -2.820
H 3.092 -0.489 -4.111
H 4.798 -0.861 -4.134
H 4.016 -0.546 -2.594
H 2.703 -2.614 -5.433
H 3.320 -4.169 -4.858
H 4.435 -2.935 -5.416
H 4.936 -2.741 -1.741
H 5.770 -2.819 -3.295
H 4.836 -4.199 -2.743
O -1.875 1.825 -1.027
S -2.548 3.113 -1.473
C -1.350 3.973 -2.549
C 0.041 4.020 -2.010
C 0.508 5.104 -1.274
C 1.813 5.116 -0.805
C 2.658 4.046 -1.056
C 2.200 2.956 -1.785
C 0.899 2.955 -2.263
C -2.503 4.160 -0.005
C -3.280 3.482 1.090
C -2.599 2.841 2.118
C -3.303 2.203 3.128
C -4.691 2.193 3.104
C -5.374 2.824 2.074
C -4.670 3.471 1.069
H -1.782 4.962 -2.712
H -1.394 3.431 -3.496
H -0.134 5.958 -1.096
H 2.176 5.975 -0.258
H 3.679 4.079 -0.704
H 2.856 2.125 -2.013
H 0.550 2.151 -2.908
H -2.947 5.113 -0.299
H -1.457 4.311 0.266
H -1.516 2.858 2.138
H -2.767 1.723 3.936
H -5.243 1.705 3.896
H -6.455 2.828 2.062
H -5.207 3.976 0.275
Cl -2.112 0.116 -3.613
Ge -0.158 -0.609 -3.894
Cl 0.795 0.658 -5.278
Cl -0.289 -2.605 -4.557
```

C35H48FNO4 | ωB97M-V/def2-TZVPD

Properties
Structure (SMILES): CC[C@H](F)c1cc2c(c(CCCCCCCCCCCOC)c1CCCNCc1ccccc1O)C(=O)C=CC2=O
Gap between HOMO and LUMO (hartree): 0.2376
HOMO energy (Ha): -0.305

```
89
C35H48FNO4 | the OMol25 dataset | ωB97M-V/def2-TZVPD
C 6.305 -2.533 -1.683
C 5.587 -2.890 -0.220
C 4.405 -4.020 -0.328
F 4.650 -4.754 -1.625
C 2.874 -3.441 -0.241
C 1.846 -3.919 -1.471
C 0.265 -3.464 -1.501
C -0.341 -2.494 -0.283
C 0.677 -2.019 0.921
C 0.045 -1.097 2.121
C -0.521 0.369 1.644
C -1.371 0.973 2.948
C -2.463 2.129 2.535
C -4.047 1.633 2.739
C -4.933 2.287 1.483
C -6.537 2.399 1.802
C -7.499 1.522 0.788
C -8.176 2.439 -0.421
C -8.561 1.504 -1.749
C -9.660 0.334 -1.349
O -10.492 -0.094 -2.494
C -9.753 -1.031 -3.373
C 2.287 -2.470 0.978
C 3.239 -1.998 2.226
C 3.675 -0.418 2.215
C 3.618 0.313 0.750
N 4.782 1.321 0.730
C 5.714 1.062 -0.433
C 7.048 2.049 -0.451
C 7.964 2.383 0.904
C 9.321 3.335 0.849
C 9.862 4.004 -0.586
C 8.954 3.709 -1.930
C 7.598 2.753 -1.852
O 6.867 2.515 -3.127
C -1.941 -2.137 -0.391
O -2.735 -1.736 0.606
C -2.669 -2.341 -1.883
C -2.123 -3.215 -2.958
C -0.693 -4.013 -2.717
O -0.278 -5.083 -3.399
H 7.133 -1.706 -1.495
H 6.900 -3.527 -1.971
H 5.536 -2.254 -2.519
H 6.460 -3.383 0.427
H 5.288 -1.904 0.336
H 4.566 -4.802 0.527
H 2.201 -4.624 -2.364
H 0.764 -0.959 3.055
H -0.900 -1.695 2.538
H 0.411 1.069 1.469
H -1.171 0.356 0.670
H -1.866 0.084 3.549
H -0.539 1.427 3.664
H -2.323 3.009 3.329
H -2.338 2.490 1.424
H -4.532 2.098 3.720
H -4.137 0.466 2.772
H -4.517 3.366 1.291
H -4.685 1.632 0.539
H -6.778 2.107 2.913
H -6.841 3.543 1.687
H -8.398 1.045 1.375
H -6.883 0.657 0.264
H -7.450 3.299 -0.795
H -9.191 2.947 -0.101
H -9.082 2.187 -2.559
H -7.589 1.057 -2.271
H -10.408 0.844 -0.571
H -9.079 -0.560 -0.861
H -9.032 -0.365 -4.039
H -9.073 -1.720 -2.707
H -10.470 -1.672 -4.063
H 4.193 -2.693 2.292
H 2.598 -2.159 3.220
H 3.064 0.259 2.975
H 4.804 -0.372 2.597
H 3.758 -0.397 -0.170
H 2.640 0.962 0.727
H 4.414 2.306 0.729
H 5.167 1.159 -1.484
H 6.154 -0.048 -0.410
H 7.695 1.942 1.967
H 9.998 3.563 1.792
H 10.847 4.654 -0.614
H 9.350 4.202 -2.940
H 6.869 3.402 -3.611
H -3.678 -1.774 -2.072
H -2.642 -3.385 -4.004
```

For each record above, in turn, the calculated max |F| values are 0.0253, 0.0414, 0.1861, 0.0107, 0.1541 Eh/bohr.